Density functional theory data (ωB97M-V/def2-TZVPD) for C5H8FN in the gas phase at a distorted geometry.

Element x y z (Å)
1 C -0.206 1.301 0.157
2 C 1.053 0.359 0.158
3 C 1.029 -0.917 -0.144
4 C 0.013 -1.822 -0.584
5 C -0.993 -1.482 -1.444
6 H -0.526 1.366 2.176
7 H 0.301 2.699 1.619
8 H -1.094 0.795 -0.175
9 H 0.043 2.082 -0.586
10 H 1.953 0.699 0.538
11 H 0.000 -2.819 -0.064
12 H -1.175 -0.559 -1.892
13 H -2.006 -2.105 -1.510
14 N -0.409 2.084 1.406
15 F 2.018 -1.681 0.345

Calculated values
Orbital gap ... 0.3525 hartree
Multiplicity ... 1
Energy relative to the best compared isomer or geometry (same formula, charge and spin) ... 1.841 eV
Lowest unoccupied orbital energy ... 0.5897 eV